# 1
{"formula": "C13H43AsF6O8", "method": "ωB97M-V/def2-TZVPD", "elements": ["O", "H", "H", "H", "As", "F", "F", "F", "F", "F", "F", "C", "C", "C", "O", "H", "H", "H", "H", "H", "H", "H", "H", "C", "C", "C", "O", "H", "H", "H", "H", "H", "H", "H", "H", "C", "C", "C", "O", "H", "H", "H", "H", "H", "H", "H", "H", "C", "O", "H", "H", "H", "H", "C", "O", "H", "H", "H", "H", "C", "O", "H", "H", "H", "H", "C", "O", "H", "H", "H", "H"], "coordinates": [[2.19118, -3.18598, -0.97172], [1.32720, -3.60414, -0.98847], [2.19817, -2.44138, -1.57762], [2.44394, -2.89584, -0.09222], [-2.64114, 1.29587, -0.28641], [-2.33500, 2.90295, 0.51019], [-3.73431, 0.58374, 0.91520], [-2.88424, -0.23809, -1.25928], [-1.64454, 1.81882, -1.70539], [-1.11544, 0.66142, 0.51386], [-4.11217, 1.94891, -1.18318], [-1.09489, -5.15819, 4.51453], [0.28299, -4.61128, 4.10956], [1.30388, -4.97586, 5.22620], [0.76293, -5.27666, 2.95999], [-1.32846, -4.69653, 5.47391], [-1.21351, -6.24040, 4.56791], [-1.93753, -4.85629, 3.89252], [0.30607, -3.53951, 3.91241], [2.35624, -4.71246, 5.12007], [1.11938, -6.02990, 5.43368], [1.00330, -4.40419, 6.10424], [1.04712, -6.18680, 3.07172], [4.58719, 0.61700, -4.70558], [3.80191, 1.14331, -3.45912], [3.48091, 2.63489, -3.48167], [2.59765, 0.44762, -3.36175], [3.85221, 0.37730, -5.47398], [4.86022, -0.42023, -4.51136], [5.38394, 1.28340, -5.03602], [4.47817, 1.02191, -2.61293], [4.42119, 3.18531, -3.44994], [2.96662, 2.99035, -2.58878], [2.89359, 2.93621, -4.34906], [1.82696, 1.00719, -3.24128], [0.80246, 7.49244, -0.77763], [-0.58199, 7.89951, -1.25810], [-0.95076, 7.41779, -2.65723], [-1.55445, 7.56288, -0.41486], [1.59219, 7.78069, -1.47141], [0.73975, 6.42063, -0.58950], [1.16042, 7.99691, 0.11985], [-0.62689, 8.98633, -1.18796], [-1.82392, 7.90085, -3.09579], [-1.15148, 6.34988, -2.57137], [-0.18951, 7.62944, -3.40810], [-1.61276, 6.60930, -0.32060], [5.17550, -1.49898, 2.05070], [3.91354, -0.91594, 1.78715], [5.72744, -1.60229, 1.11645], [5.78091, -0.88837, 2.72058], [4.97952, -2.51351, 2.39772], [4.01667, 0.01496, 1.99782], [-1.33939, 2.54275, 5.42933], [-1.73252, 3.80187, 4.91135], [-2.17337, 1.87557, 5.64710], [-0.79477, 1.97870, 4.67214], [-0.66542, 2.73746, 6.26357], [-2.11854, 3.61574, 4.05231], [-1.72265, -5.83854, -3.23680], [-1.49530, -5.25892, -2.06443], [-2.43488, -6.64293, -3.05302], [-2.09830, -5.13840, -3.98299], [-0.80951, -6.22287, -3.69131], [-2.32322, -4.89424, -1.74326], [-7.53911, -3.07432, -1.55625], [-6.42680, -3.69902, -1.95236], [-8.29792, -2.84963, -2.30579], [-7.92367, -3.74326, -0.78636], [-7.25447, -2.14125, -1.06998], [-5.69839, -3.07378, -1.96131]], "lowdin_charge": [0.40, 0.19, 0.19, 0.18, 0.95, -0.31, -0.29, -0.35, -0.33, -0.34, -0.33, -0.06, -0.46, -0.07, -0.09, 0.08, 0.08, 0.08, 0.14, 0.07, 0.08, 0.07, 0.08, -0.04, -0.51, -0.06, -0.06, 0.07, 0.06, 0.08, 0.12, 0.08, 0.08, 0.09, 0.09, -0.05, -0.59, -0.05, -0.02, 0.07, 0.08, 0.07, 0.14, 0.08, 0.08, 0.07, 0.10, -0.16, -0.13, 0.07, 0.09, 0.08, 0.08, -0.18, -0.12, 0.07, 0.07, 0.08, 0.07, -0.24, -0.10, 0.09, 0.08, 0.08, 0.09, -0.23, -0.10, 0.08, 0.08, 0.09, 0.08], "e_above_lowest_ev": 4.0864, "homo_lumo_gap_ha": 0.270, "total_energy_ha": -3957.82254}

---

# 2
{"formula": "C13H44AgB2N3O4", "method": "ωB97M-V/def2-TZVPD", "elements": ["Ag", "B", "H", "H", "H", "H", "B", "H", "H", "H", "H", "C", "O", "H", "H", "H", "C", "C", "C", "O", "C", "N", "H", "H", "H", "H", "H", "H", "H", "H", "H", "H", "H", "C", "C", "C", "O", "C", "N", "H", "H", "H", "H", "H", "H", "H", "H", "H", "H", "H", "C", "C", "C", "O", "C", "N", "H", "H", "H", "H", "H", "H", "H", "H", "H", "H", "H"], "coordinates": [[0.42205, 0.79479, -0.57698], [2.32198, 3.54481, -1.65601], [1.34463, 2.92372, -1.46124], [2.13223, 4.37622, -2.44304], [2.57275, 4.08975, -0.65889], [3.25565, 2.88612, -1.86231], [0.66500, 1.96705, 1.83042], [1.40479, 2.08290, 2.71579], [0.47148, 0.85712, 1.60095], [-0.36054, 2.44806, 2.08813], [1.07388, 2.64083, 0.98646], [-1.60838, 1.10332, -3.14113], [-0.97189, 2.06725, -2.34189], [-2.47401, 0.71655, -2.57733], [-1.82737, 1.44866, -4.16965], [-0.88005, 0.29823, -3.37459], [2.86520, -1.80151, -0.18507], [3.38477, -0.40304, -0.35141], [4.90220, -0.35838, -0.62517], [5.51555, -1.22160, 0.34347], [6.90737, -1.02950, 0.36855], [2.61240, 0.33849, -1.35596], [1.80905, -1.81668, 0.06426], [3.30780, -2.32430, 0.66806], [3.18914, -2.35696, -1.07359], [3.21316, 0.18216, 0.55914], [5.24193, 0.68109, -0.62811], [5.12364, -0.72986, -1.63589], [7.16369, -0.05246, 0.78572], [7.33544, -1.09720, -0.64279], [7.46985, -1.81818, 0.87348], [2.92890, 0.06987, -2.28665], [2.87128, 1.33026, -1.28809], [-3.32461, 0.74903, 2.43956], [-3.40852, 1.27925, 1.01471], [-3.87725, 2.71817, 0.96152], [-4.10764, 3.21761, -0.36989], [-4.83527, 2.38903, -1.24696], [-2.04510, 1.10795, 0.42890], [-4.31899, 0.62264, 2.88593], [-2.78857, 1.38675, 3.14884], [-2.80434, -0.20814, 2.46673], [-4.12336, 0.58007, 0.57147], [-3.20961, 3.41575, 1.46573], [-4.88739, 2.92450, 1.35984], [-5.86139, 2.19159, -0.90254], [-4.32558, 1.45821, -1.49493], [-4.91084, 3.04545, -2.11430], [-2.11526, 1.43792, -0.54018], [-1.44118, 1.72211, 0.97423], [-2.19943, -3.73242, 2.35197], [-1.30545, -3.51664, 1.12356], [-1.10169, -2.01014, 0.77687], [-0.40655, -1.89598, -0.44928], [-1.07625, -2.32884, -1.61969], [0.03992, -4.04242, 1.41738], [-2.00981, -3.03086, 3.16552], [-2.28811, -4.76840, 2.68255], [-3.23918, -3.47678, 2.10320], [-1.76770, -4.03135, 0.27420], [-0.47110, -1.58332, 1.55398], [-2.03916, -1.45874, 0.68612], [-0.56412, -1.86757, -2.46202], [-2.07681, -1.88702, -1.54945], [-1.08924, -3.41734, -1.72886], [0.56223, -3.77499, 0.58308], [0.03378, -5.05266, 1.49354]], "lowdin_charge": [0.71, -0.47, -0.09, -0.09, -0.08, -0.10, -0.46, -0.07, -0.08, -0.07, -0.05, -0.40, -0.43, 0.02, 0.03, 0.02, -0.06, -0.43, -0.19, -0.19, -0.15, 0.01, 0.04, 0.07, 0.08, 0.15, 0.13, 0.12, 0.09, 0.08, 0.07, 0.09, 0.00, -0.08, -0.43, -0.18, -0.20, -0.13, 0.04, 0.06, 0.08, 0.06, 0.12, 0.13, 0.11, 0.08, 0.06, 0.09, 0.03, -0.01, -0.08, -0.43, -0.20, -0.28, -0.09, 0.04, 0.07, 0.06, 0.07, 0.11, 0.13, 0.10, 0.08, 0.09, 0.07, 0.06, 0.06], "charge": -2, "e_above_lowest_ev": 1.1824, "homo_lumo_gap_ha": 0.184, "total_energy_ha": -1183.33178}

---

# 3
{"formula": "C13H44BN20O10S", "method": "ωB97M-V/def2-TZVPD", "elements": ["B", "C", "C", "S", "C", "N", "N", "C", "O", "H", "H", "H", "H", "H", "H", "H", "H", "C", "O", "N", "N", "H", "H", "H", "H", "C", "O", "N", "N", "H", "H", "H", "H", "C", "O", "N", "N", "H", "H", "H", "H", "C", "O", "N", "N", "H", "H", "H", "H", "C", "O", "N", "N", "H", "H", "H", "H", "C", "O", "N", "N", "H", "H", "H", "H", "C", "O", "N", "N", "H", "H", "H", "H", "C", "O", "N", "N", "H", "H", "H", "H", "C", "O", "N", "N", "H", "H", "H", "H"], "coordinates": [[0.20134, 4.20966, -1.94770], [-0.14411, 2.85092, -1.05518], [1.15164, 2.20084, -0.53156], [0.93015, 1.63112, 1.24508], [0.70605, 3.20128, 2.02372], [-0.34793, 3.73576, 2.56767], [0.05915, 4.98015, 3.00489], [1.29100, 5.12035, 2.67981], [1.77783, 4.01631, 2.05323], [0.96523, 3.88660, -2.84590], [0.66025, 5.09999, -1.24240], [-0.85970, 4.58709, -2.43878], [-0.69666, 2.11152, -1.64715], [-0.78213, 3.17431, -0.22346], [1.92103, 2.97654, -0.47818], [1.49719, 1.37633, -1.15322], [1.94655, 5.95379, 2.84610], [2.02834, -1.74490, -1.38092], [1.59171, -0.63844, -1.12906], [2.34814, -2.64074, -0.39540], [2.23824, -2.19001, -2.65807], [2.71230, -3.56342, -0.57103], [2.19717, -2.34577, 0.55202], [2.01939, -1.55639, -3.40482], [2.59825, -3.10109, -2.87719], [-0.87217, -4.06578, -5.57469], [-1.90971, -4.58627, -5.95218], [-0.71209, -3.47170, -4.36192], [0.25313, -4.03832, -6.36525], [0.14962, -3.05003, -4.07170], [-1.49583, -3.44891, -3.72225], [0.18103, -4.46489, -7.26749], [1.12333, -3.62192, -6.08644], [-4.35095, 2.01617, 3.59147], [-5.39719, 1.44100, 3.25859], [-4.21836, 2.61702, 4.80591], [-3.27458, 2.09649, 2.78044], [-3.38696, 3.09475, 5.11149], [-5.00626, 2.57755, 5.42238], [-3.34286, 1.66486, 1.87739], [-2.41800, 2.56492, 3.03055], [-3.67640, -4.98503, -2.01087], [-2.99941, -4.37916, -2.81924], [-4.42445, -6.07306, -2.36682], [-3.74483, -4.62885, -0.69321], [-4.99236, -6.59116, -1.72583], [-4.39043, -6.35238, -3.32975], [-3.20884, -3.83100, -0.40517], [-4.29783, -5.11345, -0.01380], [-3.57124, 5.61667, 6.95782], [-2.87400, 4.81299, 6.36867], [-4.28232, 6.58092, 6.30240], [-3.69809, 5.61850, 8.32190], [-4.86301, 7.25417, 6.76253], [-4.20683, 6.60223, 5.30170], [-3.18630, 4.92171, 8.82879], [-4.26554, 6.27086, 8.82660], [5.43982, -4.49961, 0.60944], [4.69212, -5.09221, -0.15414], [5.34601, -3.15853, 0.82164], [6.42471, -5.14097, 1.31082], [5.94013, -2.64448, 1.44283], [4.62850, -2.66811, 0.31268], [6.51409, -6.12955, 1.17447], [7.04762, -4.67710, 1.94265], [4.05419, -5.15305, -7.00880], [3.72609, -4.60077, -5.97381], [5.33553, -5.57244, -7.23946], [3.16913, -5.39715, -8.02143], [5.62841, -6.02808, -8.08147], [6.00755, -5.40702, -6.51447], [2.22360, -5.10034, -7.87847], [3.41333, -5.84730, -8.88179], [-4.78499, -1.75643, 5.48768], [-3.60770, -1.81613, 5.17742], [-5.62253, -0.77743, 5.05348], [-5.36124, -2.69565, 6.31631], [-6.58896, -0.73298, 5.31087], [-5.25398, -0.05348, 4.43449], [-4.77145, -3.43117, 6.65412], [-6.32371, -2.67686, 6.59002], [3.60720, 6.65767, -2.11978], [2.67938, 6.23952, -2.76548], [4.78642, 7.10196, -2.68668], [3.56091, 6.71853, -0.74937], [5.56381, 7.44758, -2.15879], [4.85069, 7.06594, -3.68521], [2.71430, 6.39005, -0.31681], [4.31032, 7.05488, -0.17750]], "lowdin_charge": [-0.48, -0.36, -0.46, 0.89, -0.70, 0.05, 0.04, -0.20, 0.01, -0.01, -0.02, -0.02, 0.07, 0.04, 0.05, 0.03, 0.12, -0.65, 0.03, 0.15, 0.16, 0.08, 0.11, 0.10, 0.10, -0.68, 0.01, 0.17, 0.14, 0.07, 0.06, 0.08, 0.07, -0.67, -0.04, 0.16, 0.19, 0.07, 0.10, 0.11, 0.07, -0.66, 0.03, 0.15, 0.15, 0.09, 0.10, 0.11, 0.09, -0.67, 0.03, 0.15, 0.14, 0.09, 0.11, 0.10, 0.09, -0.68, 0.01, 0.16, 0.14, 0.10, 0.08, 0.10, 0.09, -0.68, 0.02, 0.15, 0.16, 0.09, 0.10, 0.07, 0.09, -0.69, 0.02, 0.16, 0.13, 0.09, 0.06, 0.09, 0.08, -0.68, 0.05, 0.13, 0.15, 0.07, 0.09, 0.09, 0.08], "charge": -1, "homo_lumo_gap_ha": 0.221, "total_energy_ha": -2792.64573}